ORCA calculation (ωB97M-V/def2-TZVPD) on 2 unconnected molecules or ions with the total composition C5H13NO.

The value obtained for the LUMO energy is 0.89 eV. Its SMILES is CCC(N)=O.CC. The value obtained for the energy above the lowest of the compared OMol25 structures with the same formula, charge and spin is 1.310 eV. As for the net charge: 0. As for the orbital gap: 10.78 eV.

CARTESIAN COORDINATES (ANGSTROEM)
C: 1.8058 -0.6936 0.9925
C: 0.6799 0.0712 1.6564
C: -0.6311 -0.5677 1.0849
N: -0.6674 -2.0440 1.1937
O: -1.4842 -0.0303 0.4424
H: 1.9424 -1.6484 1.5662
H: 2.6957 -0.0865 1.2151
H: 1.7706 -0.8599 -0.0859
H: 0.6995 0.0434 2.7053
H: 0.4859 1.1512 1.3170
H: -1.2417 -2.4621 0.5605
H: 0.0951 -2.5195 1.3917
C: -0.4402 1.1151 -2.8934
C: 0.3095 2.0097 -1.9173
H: -0.7442 1.5220 -3.7981
H: 0.2034 0.2202 -3.0989
H: -1.3357 0.6391 -2.2978
H: -0.2537 2.8627 -1.6414
H: 1.2612 2.5552 -2.2712
H: 0.6237 1.5247 -0.9961